No. 1
DFT (the ωB97M-V functional and the def2-TZVPD basis) results for an isolated molecule of C4H2ClN3O in a non-equilibrium geometry.

Cartesian coordinates (Å):
C 2.16 1.22 -0.10
C -1.26 0.71 -0.03
C -0.83 -0.66 -0.11
C 0.55 -0.58 0.01
N 3.27 1.46 -0.14
N -0.22 1.50 0.06
N 0.92 0.77 0.04
O -1.63 -1.80 -0.13
Cl 1.69 -1.82 -0.01
H -2.22 0.98 -0.01
H -2.44 -1.79 0.44

Summary:
**Energy above the lowest of the compared OMol25 structures with the same formula, charge and spin**: 0.000 eV
**Total charge**: 0
**SMILES**: N#Cn1ncc(O)c1Cl
**Electronic energy**: -23218.0925 eV
**LUMO level**: 0.27 eV
**F_max**: 5.07 eV/Å
**Orbital gap**: 9.8 eV

No. 2
DFT (the ωB97M-V functional and the def2-TZVPD basis) results for an isolated molecule of C4H2ClN3S in a non-equilibrium geometry.

Cartesian coordinates (Å):
C 2.71 -1.17 -0.15
C -1.26 -0.39 -0.46
C -0.26 0.46 0.18
C -0.31 0.83 1.47
N 2.10 -0.16 -0.36
N -1.00 -0.78 -1.63
N -0.86 -1.27 -2.62
S 1.09 0.93 -0.87
Cl 0.74 2.05 2.09
H -2.08 -0.79 0.23
H -0.85 0.30 2.13

Summary:
**Energy above the lowest of the compared OMol25 structures with the same formula, charge and spin**: 2.151 eV
**Total charge**: 0
**Electronic energy**: -32003.4159 eV
**LUMO level**: 0.07 eV
**F_max**: 5.28 eV/Å
**Orbital gap**: 8.5 eV

No. 3
DFT (the ωB97M-V functional and the def2-TZVPD basis) results for the ion C4H2ClO2 with charge -1 in a non-equilibrium geometry.

Cartesian coordinates (Å):
C -0.06 -0.22 -0.02
C 0.38 -1.52 0.19
C -0.46 -1.17 -0.95
C 0.12 1.34 0.28
O 1.04 -2.32 0.86
O -1.04 -1.45 -2.00
Cl -0.95 1.86 1.63
H -0.17 1.94 -0.58
H 1.14 1.54 0.60

Summary:
**Energy above the lowest of the compared OMol25 structures with the same formula, charge and spin**: 1.237 eV
**Total charge**: -1
**SMILES**: O=c1c([O-])c1CCl
**Electronic energy**: -20797.3373 eV
**LUMO level**: 3.57 eV
**F_max**: 2.90 eV/Å
**Orbital gap**: 7.0 eV

No. 4
DFT (the ωB97M-V functional and the def2-TZVPD basis) results for an isolated molecule of C4H2F2N2 in a non-equilibrium geometry.

Cartesian coordinates (Å):
C -0.01 0.11 1.29
C 0.87 0.16 0.27
C 0.00 -0.14 -1.03
C -1.27 0.03 0.71
H 1.36 0.01 -2.42
H -2.37 0.21 1.08
N 0.26 -0.49 -2.27
N -1.30 -0.18 -0.53
F 0.28 0.12 2.61
F 2.17 0.17 0.28

Summary:
**Energy above the lowest of the compared OMol25 structures with the same formula, charge and spin**: 1.229 eV
**Total charge**: 0
**SMILES**: [H]/N=C1/N=CC(F)=C1F
**Electronic energy**: -12592.0615 eV
**LUMO level**: -1.26 eV
**F_max**: 6.03 eV/Å
**Orbital gap**: 8.8 eV

No. 5
DFT (the ωB97M-V functional and the def2-TZVPD basis) results for an isolated molecule of C4H2F2O in a non-equilibrium geometry.

Cartesian coordinates (Å):
C 0.03 -0.97 -0.18
C 0.97 0.00 -0.64
C -0.95 -0.59 0.62
C -0.16 1.54 0.60
O 0.77 1.21 -0.46
F -1.77 -1.25 1.40
F -1.15 2.39 0.36
H 0.37 -1.94 -0.56
H 1.88 -0.40 -1.14

Summary:
**Energy above the lowest of the compared OMol25 structures with the same formula, charge and spin**: 5.344 eV
**Total charge**: 0
**Electronic energy**: -11656.2002 eV
**LUMO level (alpha / beta)**: -0.47 / -0.47 eV
**F_max**: 4.50 eV/Å
**Orbital gap (alpha / beta)**: 7.7 / 7.7 eV

No. 6
DFT (the ωB97M-V functional and the def2-TZVPD basis) results for a cluster of 2 separate species, C4H2F2O in total in a non-equilibrium geometry.

Cartesian coordinates (Å):
C -0.04 2.28 -0.22
C -0.38 1.07 -0.33
C -0.78 -0.26 -0.56
C 0.41 -0.27 0.26
O 1.60 -0.57 -0.24
F -2.37 -0.80 0.56
F 0.34 -0.33 1.59
H -1.12 -0.79 -1.42
H 2.33 -0.33 0.36

Summary:
**Energy above the lowest of the compared OMol25 structures with the same formula, charge and spin**: 6.658 eV
**Total charge**: 0
**Electronic energy**: -11654.8857 eV
**LUMO level**: -2.16 eV
**F_max**: 3.78 eV/Å
**Orbital gap**: 9.0 eV

No. 7
DFT (the ωB97M-V functional and the def2-TZVPD basis) results for a cluster of 2 separate species, C4H2FO4 in total in a non-equilibrium geometry.

Cartesian coordinates (Å):
C -1.44 -0.04 -0.19
C -1.20 -1.20 0.36
C -0.70 1.29 0.35
C 1.73 -0.38 -0.34
O -0.82 -2.02 1.11
O -1.29 2.34 0.47
O 1.31 -0.63 -1.45
O 0.50 1.03 0.52
F -2.45 0.25 -1.09
H 1.77 -0.98 0.58
H 2.61 0.34 -0.33

Summary:
**Energy above the lowest of the compared OMol25 structures with the same formula, charge and spin**: 0.000 eV
**Total charge**: -1
**Electronic energy**: -15086.6943 eV
**LUMO level**: 3.55 eV
**F_max**: 3.31 eV/Å
**Orbital gap**: 8.2 eV

No. 8
DFT (the ωB97M-V functional and the def2-TZVPD basis) results for a structure of composition C4H2HgLiO2 in a non-equilibrium geometry.

Cartesian coordinates (Å):
O -1.13 1.26 -0.63
C -1.84 0.32 -0.04
C -2.14 -0.59 0.71
C 1.67 0.13 0.74
C 1.51 -0.92 0.06
O 1.02 -1.98 -0.37
Li -0.81 -2.14 -0.71
H -1.63 1.73 -1.33
H -2.63 -1.33 1.32
Hg 0.87 1.70 -0.16

Summary:
**Energy above the lowest of the compared OMol25 structures with the same formula, charge and spin**: 1.076 eV
**Total charge**: +1
**Electronic energy**: -12641.9256 eV
**LUMO level**: -5.85 eV
**F_max**: 3.92 eV/Å
**Orbital gap**: 6.3 eV

No. 9
DFT (the ωB97M-V functional and the def2-TZVPD basis) results for an isolated molecule of C4H2N2O in a non-equilibrium geometry.

Cartesian coordinates (Å):
C -0.05 1.11 -0.34
C -2.05 -0.34 0.16
C 1.79 -0.50 0.23
C 0.61 0.01 -0.08
N -1.14 1.60 -0.50
N -2.34 0.71 -0.33
O -1.38 -1.28 0.34
H 2.04 -1.48 0.49
H 2.53 0.17 0.03

Summary:
**Energy above the lowest of the compared OMol25 structures with the same formula, charge and spin**: 4.373 eV
**Total charge**: 0
**SMILES**: C=C=C=NN=C=O
**Electronic energy**: -9202.3665 eV
**LUMO level**: -0.44 eV
**F_max**: 3.30 eV/Å
**Orbital gap**: 9.4 eV

No. 10
DFT (the ωB97M-V functional and the def2-TZVPD basis) results for an isolated molecule of C4H2N2O in a non-equilibrium geometry.

Cartesian coordinates (Å):
N 0.00 -0.26 1.78
C 0.45 0.82 1.10
O 1.27 1.62 1.49
C -0.22 0.91 -0.21
C -0.87 0.82 -1.23
C -1.67 0.61 -2.34
N -2.38 0.36 -3.22
H -0.71 -0.87 1.40
H 0.37 -0.44 2.71

Summary:
**Energy above the lowest of the compared OMol25 structures with the same formula, charge and spin**: 0.763 eV
**Total charge**: 0
**SMILES**: N#CC#CC(N)=O
**Electronic energy**: -9205.9761 eV
**LUMO level**: -0.45 eV
**F_max**: 1.12 eV/Å
**Orbital gap**: 10.6 eV

No. 11
DFT (the ωB97M-V functional and the def2-TZVPD basis) results for an isolated molecule of C4H2N2O in a non-equilibrium geometry.

Cartesian coordinates (Å):
C -1.24 1.41 0.43
C -0.36 -0.34 -1.22
C 1.17 -0.78 0.59
C -0.93 0.32 -0.25
N -1.65 2.28 1.04
N -0.15 -1.00 0.06
O 1.75 0.21 0.92
H -0.24 -0.38 -2.23
H 1.65 -1.71 0.65

Summary:
**Energy above the lowest of the compared OMol25 structures with the same formula, charge and spin**: 0.000 eV
**Total charge**: 0
**2S+1**: 3
**Electronic energy**: -9200.6948 eV
**LUMO level (alpha / beta)**: 0.41 / -2.94 eV
**F_max**: 4.84 eV/Å
**Orbital gap (alpha / beta)**: 7.8 / 8.3 eV
**Expectation value of S²**: 2.017

No. 12
DFT (the ωB97M-V functional and the def2-TZVPD basis) results for an isolated molecule of C4H2N2O2S in a non-equilibrium geometry.

Cartesian coordinates (Å):
C -0.19 1.39 -0.47
C 0.24 1.79 0.70
C -0.27 0.00 -0.69
C 0.32 -0.75 0.43
N -0.64 -0.88 -1.57
N 0.15 -2.06 0.27
O 0.32 -3.08 0.83
O -0.48 -2.10 -1.10
S 0.74 0.63 1.88
H -0.44 2.23 -1.13
H 0.25 2.83 0.84

Summary:
**Energy above the lowest of the compared OMol25 structures with the same formula, charge and spin**: 2.906 eV
**Total charge**: 0
**Electronic energy**: -22084.5067 eV
**LUMO level**: -0.42 eV
**F_max**: 4.02 eV/Å
**Orbital gap**: 8.5 eV

No. 13
DFT (the ωB97M-V functional and the def2-TZVPD basis) results for an isolated molecule of C4H2N2S in a non-equilibrium geometry.

Cartesian coordinates (Å):
C -1.21 -2.09 -1.58
C -0.53 -0.98 0.34
C 1.85 1.06 0.79
C -1.47 -1.17 -0.55
N -0.99 -2.84 -2.42
N 0.30 -1.01 1.21
S 1.71 -0.20 1.77
H 2.68 1.73 1.03
H -2.47 -0.77 -0.47

Summary:
**Energy above the lowest of the compared OMol25 structures with the same formula, charge and spin**: 4.018 eV
**Total charge**: 0
**Electronic energy**: -17990.8169 eV
**LUMO level**: -1.10 eV
**F_max**: 1.10 eV/Å
**Orbital gap**: 8.2 eV

No. 14
DFT (the ωB97M-V functional and the def2-TZVPD basis) results for an isolated molecule of C4H2N2S in a non-equilibrium geometry.

Cartesian coordinates (Å):
C -2.57 0.20 0.23
C -0.22 0.50 -0.30
C 2.50 -0.72 0.17
C -1.33 -0.20 -0.32
N -3.64 0.55 0.46
N 0.80 1.11 -0.46
S 2.27 0.88 0.40
H 3.54 -1.06 0.70
H -1.36 -1.26 -0.88

Summary:
**Energy above the lowest of the compared OMol25 structures with the same formula, charge and spin**: 4.297 eV
**Total charge**: 0
**Electronic energy**: -17990.5376 eV
**LUMO level**: -0.83 eV
**F_max**: 2.88 eV/Å
**Orbital gap**: 8.7 eV

No. 15
DFT (the ωB97M-V functional and the def2-TZVPD basis) results for an isolated molecule of C4H2N4 in a non-equilibrium geometry.

Cartesian coordinates (Å):
C 1.43 -0.38 0.52
C -0.76 -0.78 0.67
C -0.46 0.27 -0.44
C -1.67 0.87 -1.08
H 2.77 -0.59 2.24
H -1.73 -1.21 0.98
N 2.61 -0.11 1.15
N 0.25 -1.17 1.12
N 0.86 0.36 -0.72
N -2.62 1.20 -1.72

Summary:
**Energy above the lowest of the compared OMol25 structures with the same formula, charge and spin**: 3.455 eV
**Total charge**: 0
**SMILES**: [H]/N=C1\N=CC(C#N)=N1
**Electronic energy**: -10136.3740 eV
**LUMO level**: -2.02 eV
**F_max**: 9.19 eV/Å
**Orbital gap**: 9.1 eV

No. 16
DFT (the ωB97M-V functional and the def2-TZVPD basis) results for an isolated molecule of C4H2N4 in a non-equilibrium geometry.

Cartesian coordinates (Å):
C 1.12 -1.38 0.23
C -0.52 0.20 0.44
C -1.00 1.41 -0.20
C 0.18 -0.52 -0.49
H 1.71 -2.23 -0.21
H -1.51 2.18 0.31
N 0.86 -1.11 1.62
N 0.02 0.10 1.64
N -0.83 1.26 -1.50
N 0.09 0.00 -1.76

Summary:
**Energy above the lowest of the compared OMol25 structures with the same formula, charge and spin**: 5.165 eV
**Total charge**: 0
**SMILES**: C1=C2N=NC=C2N=N1
**Electronic energy**: -10134.6639 eV
**LUMO level**: -2.93 eV
**F_max**: 6.31 eV/Å
**Orbital gap**: 7.4 eV

No. 17
DFT (the ωB97M-V functional and the def2-TZVPD basis) results for the ion C4H2NO2S with charge -1 in a non-equilibrium geometry.

Cartesian coordinates (Å):
C 0.58 1.57 0.54
C 0.20 0.31 0.45
C -0.59 -0.74 0.32
C -0.27 -1.37 -0.96
N 0.75 -0.78 -1.24
O 1.68 -0.74 -2.03
O -1.51 -1.18 1.34
S -0.33 3.01 0.15
H 1.59 1.68 0.66
H -2.10 -1.77 0.77

Summary:
**Energy above the lowest of the compared OMol25 structures with the same formula, charge and spin**: 7.488 eV
**Total charge**: -1
**SMILES**: [O-][N+]#CC(O)=C=C[S-]
**Electronic energy**: -20594.7909 eV
**LUMO level (alpha / beta)**: 2.60 / 2.60 eV
**F_max**: 4.56 eV/Å
**Orbital gap (alpha / beta)**: 5.7 / 5.7 eV

No. 18
DFT (the ωB97M-V functional and the def2-TZVPD basis) results for an isolated molecule of C4H2O2 in a non-equilibrium geometry.

Cartesian coordinates (Å):
C 0.03 -1.90 -0.03
C -1.18 -1.50 0.01
C -1.90 0.23 -0.03
C -0.17 -0.22 0.00
O -2.25 1.35 0.03
O -2.47 -0.93 0.01
H 0.32 0.10 0.87
H 0.38 0.10 -0.82

Summary:
**Energy above the lowest of the compared OMol25 structures with the same formula, charge and spin**: 3.767 eV
**Total charge**: 0
**Electronic energy**: -8268.7608 eV
**LUMO level**: 0.55 eV
**F_max**: 5.32 eV/Å
**Orbital gap**: 10.8 eV

No. 19
DFT (the ωB97M-V functional and the def2-TZVPD basis) results for an isolated molecule of C4H2O2 in a non-equilibrium geometry.

Cartesian coordinates (Å):
O -0.98 -1.35 0.37
C -1.44 -0.24 0.32
C -0.33 0.80 0.04
O -0.28 2.01 0.00
C 0.82 -0.03 -0.20
C 1.86 -0.63 -0.38
H -2.53 -0.11 0.44
H 2.88 -0.44 -0.59

Summary:
**Energy above the lowest of the compared OMol25 structures with the same formula, charge and spin**: 1.238 eV
**Total charge**: 0
**SMILES**: C#CC(=O)C=O
**Electronic energy**: -8271.2899 eV
**LUMO level**: -1.14 eV
**F_max**: 1.30 eV/Å
**Orbital gap**: 9.2 eV

No. 20
DFT (the ωB97M-V functional and the def2-TZVPD basis) results for an isolated molecule of C4H2O2.

Cartesian coordinates (Å):
O -3.02 -0.25 0.34
C -1.83 -0.40 0.35
C -0.78 0.43 -0.23
C 0.40 0.64 -0.39
C 1.84 0.38 -0.33
O 2.20 -0.62 0.25
H -1.33 -1.26 0.83
H 2.54 1.07 -0.82

Summary:
**Energy above the lowest of the compared OMol25 structures with the same formula, charge and spin**: 0.802 eV
**Total charge**: 0
**SMILES**: O=CC#CC=O
**Electronic energy**: -8271.7260 eV
**LUMO level**: -1.23 eV
**F_max**: 0.66 eV/Å
**Orbital gap**: 9.6 eV